*w*
ORCA calculation (the ωB97M-V functional and the def2-TZVPD basis) on one molecule with the formula C3H5N3O.

Calculated values
E_HOMO ... -0.28684 Ha
SMILES ... Nc1nc(O)c[nH]1

Each atom is followed by the atoms it is bonded to, with distances in Å.
Positions of all 12 atoms, in Å:
1 N 0.838 0.586 -2.105  C2 1.407, H8 1.023, H9 1.002
2 C 0.378 0.326 -0.801  N1 1.407, N3 1.303, N7 1.477
3 N 0.169 1.152 0.185  C2 1.303, C4 1.389
4 C -0.273 0.374 1.249  N3 1.389, O5 1.362, C6 1.349
5 O -1.039 0.820 2.283  C4 1.362, H10 0.960
6 C -0.263 -0.940 0.949  C4 1.349, N7 1.370, H11 1.078
7 N 0.103 -1.059 -0.367  C2 1.477, C6 1.370, H12 1.031
8 H 0.235 1.113 -2.741  N1 1.023
9 H 0.991 -0.325 -2.492  N1 1.002
10 H -0.596 1.442 2.865  O5 0.960
11 H -0.556 -1.762 1.582  C6 1.078
12 H 0.116 -2.041 -0.677  N7 1.031

***

*x*
ORCA calculation (the ωB97M-V functional and the def2-TZVPD basis) on one molecule with the formula C3H5N3O.

Calculated values
E_HOMO ... -0.35995 Ha
SMILES ... N[C@@H]1N=CC(O)=N1

Each atom is followed by the atoms it is bonded to, with distances in Å.
Positions of all 12 atoms, in Å:
1 N -0.241 1.400 1.585  C2 1.442, H8 1.012, H9 1.014
2 C 0.071 0.133 0.971  N1 1.442, N3 1.482, N7 1.456, H10 1.098
3 N 1.352 0.063 0.227  C2 1.482, C4 1.272
4 C 1.062 -0.511 -0.871  N3 1.272, C5 1.481, H11 1.087
5 C -0.401 -0.723 -0.954  C4 1.481, O6 1.334, N7 1.276
6 O -0.972 -1.266 -2.031  C5 1.334, H12 0.970
7 N -1.002 -0.316 0.095  C2 1.456, C5 1.276
8 H -0.759 1.985 0.941  N1 1.012
9 H 0.610 1.885 1.848  N1 1.014
10 H 0.208 -0.621 1.757  C2 1.098
11 H 1.784 -0.803 -1.628  C4 1.087
12 H -1.928 -1.268 -1.865  O6 0.970

***

Which of them is most stable, and which least? Most stable: *x*; least stable: *w*.

***

*w*
ORCA calculation (the ωB97M-V functional and the def2-TZVPD basis) on one molecule with the formula C3H5N3O.

Calculated values
E_HOMO ... -0.32578 Ha
SMILES ... Cc1n[nH]c(=O)[nH]1

Each atom is followed by the atoms it is bonded to, with distances in Å.
Positions of all 12 atoms, in Å:
1 C 1.920 -0.169 0.034  C2 1.485, H8 1.095, H9 1.092, H10 1.095
2 C 0.435 -0.194 0.079  C1 1.485, N3 1.298, N7 1.380
3 N -0.274 -1.198 0.496  C2 1.298, N4 1.376
4 N -1.580 -0.789 0.354  N3 1.376, C5 1.368, H11 1.005
5 C -1.702 0.474 -0.159  N4 1.368, O6 1.218, N7 1.381
6 O -2.668 1.164 -0.432  C5 1.218
7 N -0.382 0.842 -0.325  C2 1.380, C5 1.381, H12 1.023
8 H 2.281 -0.026 -0.990  C1 1.095
9 H 2.293 -1.123 0.409  C1 1.092
10 H 2.324 0.638 0.654  C1 1.095
11 H -2.337 -1.404 0.595  N4 1.005
12 H -0.312 1.785 -0.715  N7 1.023

***

*x*
ORCA calculation (the ωB97M-V functional and the def2-TZVPD basis) on one molecule with the formula C3H5N3O.

Calculated values
E_HOMO ... -0.27360 Ha

Each atom is followed by the atoms it is bonded to, with distances in Å.
Positions of all 12 atoms, in Å:
1 C -0.295 -2.255 0.034  N4 1.221, H8 1.128
2 C 0.634 -0.190 0.194  C3 1.344, N5 1.345
3 C -0.589 0.356 0.080  C2 1.344, N6 1.408, O7 1.424
4 N -1.396 -1.778 0.262  C1 1.221, O7 1.324
5 N 1.787 0.242 -0.348  C2 1.345, H9 0.992, H10 1.043
6 N -0.919 1.704 0.312  C3 1.408, H11 0.988, H12 0.975
7 O -1.725 -0.501 0.141  C3 1.424, N4 1.324
8 H 0.195 -3.261 -0.113  C1 1.128
9 H 2.549 0.363 0.274  N5 0.992
10 H 1.673 1.009 -1.046  N5 1.043
11 H -0.121 2.268 0.165  N6 0.988
12 H -1.794 2.042 0.045  N6 0.975

***

Which of them is most stable, and which least? Most stable: *w*; least stable: *x*.

***

*w*
ORCA calculation (the ωB97M-V functional and the def2-TZVPD basis) on one molecule with the formula C3H5N3O.

Calculated values
E_HOMO ... -0.27427 Ha
SMILES ... Nc1nc(O)c[nH]1

Each atom is followed by the atoms it is bonded to, with distances in Å.
Positions of all 12 atoms, in Å:
1 N 1.459 1.390 1.288  C2 1.386, H8 1.024, H9 1.009
2 C 0.389 0.758 0.674  N1 1.386, N3 1.260, N7 1.752
3 N -0.798 0.970 0.308  C2 1.260, C4 1.463
4 C -1.286 -0.195 -0.430  N3 1.463, O5 1.366, C6 1.356
5 O -2.100 -0.022 -1.514  C4 1.366, H10 0.958
6 C -0.361 -1.185 -0.481  C4 1.356, N7 1.347, H11 1.089
7 N 0.778 -0.873 0.167  C2 1.752, C6 1.347, H12 1.043
8 H 1.908 2.150 0.770  N1 1.024
9 H 2.102 0.616 1.352  N1 1.009
10 H -3.000 0.198 -1.270  O5 0.958
11 H -0.494 -2.102 -1.054  C6 1.089
12 H 1.404 -1.707 0.188  N7 1.043

***

*x*
ORCA calculation (the ωB97M-V functional and the def2-TZVPD basis) on one molecule with the formula C3H5N3O.

Calculated values
E_HOMO ... -0.30576 Ha
SMILES ... N/N=C(\O)[C@@H]1C=N1

Each atom is followed by the atoms it is bonded to, with distances in Å.
Positions of all 12 atoms, in Å:
1 N 0.680 0.886 -2.018  N2 1.362, H8 1.011, H9 1.017
2 N 0.666 0.225 -0.827  N1 1.362, C3 1.265
3 C -0.345 0.263 -0.067  N2 1.265, O4 1.377, C5 1.476
4 O -1.519 0.897 -0.406  C3 1.377, H10 0.963
5 C -0.273 -0.402 1.249  C3 1.476, C6 1.456, N7 1.508, H11 1.088
6 C 0.931 -1.126 1.630  C5 1.456, N7 1.248, H12 1.062
7 N -0.003 -1.885 1.299  C5 1.508, C6 1.248
8 H 1.294 0.419 -2.670  N1 1.011
9 H -0.235 1.109 -2.402  N1 1.017
10 H -2.201 0.700 0.244  O4 0.963
11 H -0.936 -0.014 2.019  C5 1.088
12 H 1.942 -1.071 1.950  C6 1.062

***

Which of them is most stable, and which least? Most stable: *w*; least stable: *x*.

***

*w*
ORCA calculation (the ωB97M-V functional and the def2-TZVPD basis) on one molecule with the formula C3H5N3O.

Calculated values
E_HOMO ... -0.35556 Ha
SMILES ... NC1=N[C@H](O)N=C1

Each atom is followed by the atoms it is bonded to, with distances in Å.
Positions of all 12 atoms, in Å:
1 N -1.592 -0.543 -1.337  C2 1.366, H8 1.009, H9 1.010
2 C -0.573 -0.146 -0.517  N1 1.366, N3 1.289, C7 1.481
3 N -0.193 -0.773 0.542  C2 1.289, C4 1.439
4 C 1.000 -0.076 0.942  N3 1.439, O5 1.381, N6 1.457, H10 1.110
5 O 1.200 -0.036 2.308  C4 1.381, H11 0.968
6 N 1.116 1.182 0.215  C4 1.457, C7 1.278
7 C 0.288 1.036 -0.747  C2 1.481, N6 1.278, H12 1.085
8 H -2.003 0.153 -1.941  N1 1.009
9 H -2.257 -1.157 -0.890  N1 1.010
10 H 1.890 -0.456 0.398  C4 1.110
11 H 0.824 -0.860 2.651  O5 0.968
12 H 0.298 1.676 -1.623  C7 1.085

***

*x*
ORCA calculation (the ωB97M-V functional and the def2-TZVPD basis) on one molecule with the formula C3H5N3O.

Calculated values
E_HOMO ... -0.32038 Ha
SMILES ... Cc1nn[nH]c1O

Each atom is followed by the atoms it is bonded to, with distances in Å.
Positions of all 12 atoms, in Å:
1 C 2.000 -0.007 0.043  C2 1.619, H8 1.117, H9 1.136, H10 1.223
2 C 0.439 -0.433 0.017  C1 1.619, N3 1.343, C6 1.453
3 N -0.013 -1.693 0.120  C2 1.343, N4 1.341
4 N -1.349 -1.705 0.007  N3 1.341, N5 1.431
5 N -1.782 -0.342 -0.052  N4 1.431, C6 1.363, H11 1.169
6 C -0.692 0.476 -0.048  C2 1.453, N5 1.363, O7 1.339
7 O -0.836 1.796 0.130  C6 1.339, H12 1.052
8 H 2.493 -0.897 -0.420  C1 1.117
9 H 2.299 0.404 1.059  C1 1.136
10 H 2.079 0.787 -0.884  C1 1.223
11 H -2.861 -0.180 0.368  N5 1.169
12 H -1.777 1.793 -0.340  O7 1.052

***

Which of them is most stable, and which least? Most stable: *w*; least stable: *x*.

***

*w*
ORCA calculation (the ωB97M-V functional and the def2-TZVPD basis) on one molecule with the formula C3H5N3O.

Calculated values
E_HOMO (spin up / spin down) ... -0.30999 / -0.28982 Ha

Each atom is followed by the atoms it is bonded to, with distances in Å.
Positions of all 12 atoms, in Å:
1 C -0.840 -0.833 0.840  C2 1.266, C3 1.610, H8 1.055
2 C 0.135 -0.540 1.594  C1 1.266, H9 0.995
3 C -0.894 -0.546 -0.743  C1 1.610, N5 1.391, H10 1.212, H11 1.104
4 N 1.977 1.373 -0.713  N6 1.250, O7 1.223
5 N -0.197 0.645 -0.917  C3 1.391, N6 1.333, H12 1.054
6 N 1.033 0.614 -0.402  N4 1.250, N5 1.333
7 O 3.017 1.644 -0.128  N4 1.223
8 H -1.788 -1.189 1.134  C1 1.055
9 H 0.525 -0.596 2.507  C2 0.995
10 H -0.401 -1.576 -1.148  C3 1.212
11 H -1.968 -0.611 -0.994  C3 1.104
12 H -0.598 1.613 -1.030  N5 1.054

***

*x*
ORCA calculation (the ωB97M-V functional and the def2-TZVPD basis) on one molecule with the formula C3H5N3O.

Calculated values
E_HOMO ... -0.28364 Ha
SMILES ... N#CO/C(N)=C/N

Each atom is followed by the atoms it is bonded to, with distances in Å.
Positions of all 12 atoms, in Å:
1 N -1.839 2.300 1.000  C2 1.169
2 C -0.883 1.691 0.713  N1 1.169, O3 1.441
3 O 0.520 1.455 0.942  C2 1.441, C4 1.342
4 C 0.663 0.265 0.339  O3 1.342, N5 1.338, C6 1.393
5 N 1.463 -0.657 0.888  C4 1.338, H8 1.015, H9 1.010
6 C -0.300 0.064 -0.648  C4 1.393, N7 1.411, H10 1.088
7 N -0.647 -1.233 -1.081  C6 1.411, H11 1.014, H12 1.017
8 H 1.568 -1.508 0.346  N5 1.015
9 H 2.119 -0.379 1.604  N5 1.010
10 H -0.343 0.827 -1.422  C6 1.088
11 H -0.838 -1.263 -2.076  N7 1.014
12 H -1.483 -1.561 -0.605  N7 1.017

***

Which of them is most stable, and which least? Most stable: *x*; least stable: *w*.

***

*w*
ORCA calculation (the ωB97M-V functional and the def2-TZVPD basis) on one molecule with the formula C3H5N3O.

Calculated values
E_HOMO ... -0.33498 Ha
SMILES ... [H]/N=C/C(N)=N\C=O

Each atom is followed by the atoms it is bonded to, with distances in Å.
Positions of all 12 atoms, in Å:
1 H 1.541 1.779 -1.034  N2 1.007
2 N 1.060 1.020 -0.579  H1 1.007, C3 1.259
3 C -0.164 1.088 -0.292  N2 1.259, C4 1.508, H9 1.096
4 C -0.645 -0.202 0.323  C3 1.508, N5 1.382, N6 1.275
5 N -1.967 -0.316 0.710  C4 1.382, H10 1.013, H11 1.013
6 N 0.192 -1.161 0.392  C4 1.275, C7 1.439
7 C 1.470 -1.108 -0.269  N6 1.439, O8 1.207, H12 1.110
8 O 2.547 -1.230 0.264  C7 1.207
9 H -0.819 1.948 -0.474  C3 1.096
10 H -2.437 0.505 1.070  N5 1.013
11 H -2.147 -1.147 1.260  N5 1.013
12 H 1.368 -1.175 -1.372  C7 1.110

***

*x*
ORCA calculation (the ωB97M-V functional and the def2-TZVPD basis) on a 2-piece molecular cluster, C3H5N3O overall.

Calculated values
E_HOMO ... -0.32410 Ha

Each atom is followed by the atoms it is bonded to, with distances in Å.
Positions of all 12 atoms, in Å:
1 C 1.450 0.228 0.551  N4 1.160, H8 1.126
2 C -0.966 1.135 1.268  N5 1.143, O7 1.276
3 C -1.459 0.157 -0.756  O7 1.421, H9 1.169, H10 1.027, H11 1.065
4 N 1.777 -0.692 -0.075  C1 1.160, N6 1.212
5 N -0.655 1.115 2.368  C2 1.143
6 N 2.004 -1.843 -0.383  N4 1.212, H12 1.038
7 O -1.113 1.301 0.012  C2 1.276, C3 1.421
8 H 1.812 1.200 0.990  C1 1.126
9 H -0.520 -0.433 -1.124  C3 1.169
10 H -2.135 0.468 -1.464  C3 1.027
11 H -1.799 -0.583 -0.069  C3 1.065
12 H 1.604 -2.053 -1.318  N6 1.038

***

Which of them is most stable, and which least? Most stable: *w*; least stable: *x*.